(1)
Below is 6 unconnected molecules or ions with the total composition C37H40F7NO3S in a non-equilibrium geometry, with properties calculated with wB97M-V/def2-TZVPD.

Structure (XYZ):
```
89
C37H40F7NO3S | OMol25 | wB97M-V/def2-TZVPD
C -1.989 1.809 -1.809
O -1.923 3.037 -2.503
C -2.908 3.168 -3.520
C -3.757 4.395 -3.217
C -2.932 5.695 -3.415
C -3.268 6.678 -2.302
N -2.293 7.823 -2.190
C -0.898 7.335 -2.112
C 0.140 8.442 -1.968
F 1.374 7.801 -2.031
S -2.693 8.684 -0.816
O -2.127 9.986 -0.890
O -4.077 8.556 -0.528
F -1.936 7.891 0.305
H -3.009 1.566 -1.503
H -1.380 1.883 -0.909
H -1.580 0.994 -2.398
H -2.377 3.303 -4.465
H -3.549 2.287 -3.568
H -4.677 4.408 -3.800
H -4.044 4.312 -2.166
H -1.891 5.395 -3.417
H -3.243 6.121 -4.367
H -4.229 7.125 -2.538
H -3.378 6.162 -1.347
H -0.650 6.830 -3.040
H -0.739 6.612 -1.309
H 0.068 9.143 -2.795
H 0.106 8.947 -1.009
F -1.844 -1.140 -1.788
C -0.759 -1.953 -1.762
C 0.484 -1.418 -2.036
C 1.589 -2.256 -1.998
C 1.436 -3.603 -1.696
C 0.174 -4.115 -1.427
C -0.937 -3.286 -1.457
H 0.581 -0.367 -2.272
H 2.572 -1.854 -2.204
H 2.298 -4.253 -1.669
H 0.055 -5.164 -1.193
H -1.926 -3.661 -1.245
F 2.592 -6.630 -1.626
C 3.230 -6.927 -2.779
C 2.510 -6.932 -3.956
C 3.170 -7.232 -5.138
C 4.526 -7.528 -5.127
C 5.227 -7.520 -3.929
C 4.579 -7.213 -2.741
H 1.452 -6.703 -3.940
H 2.622 -7.234 -6.071
H 5.035 -7.765 -6.051
H 6.283 -7.753 -3.917
H 5.108 -7.194 -1.797
F -2.588 -4.162 0.915
C -2.854 -3.351 1.964
C -3.186 -3.913 3.179
C -3.448 -3.071 4.251
C -3.385 -1.693 4.091
C -3.054 -1.154 2.856
C -2.779 -1.985 1.780
H -3.235 -4.990 3.278
H -3.700 -3.494 5.214
H -3.592 -1.045 4.927
H -3.007 -0.080 2.731
H -2.511 -1.585 0.811
F -2.457 0.722 5.757
C -1.112 0.597 5.778
C -0.337 1.649 5.333
C 1.044 1.510 5.345
C 1.622 0.330 5.790
C 0.821 -0.714 6.231
C -0.560 -0.583 6.232
H -0.811 2.555 4.981
H 1.668 2.324 5.003
H 2.699 0.224 5.791
H 1.270 -1.636 6.574
H -1.204 -1.382 6.573
F 4.767 -0.366 4.490
C 4.404 -1.093 3.412
C 3.510 -2.132 3.571
C 3.136 -2.872 2.459
C 3.662 -2.571 1.211
C 4.563 -1.524 1.074
C 4.936 -0.773 2.179
H 3.112 -2.356 4.552
H 2.430 -3.684 2.569
H 3.368 -3.152 0.348
H 4.977 -1.289 0.103
H 5.631 0.052 2.092
```

Properties
- SMILES: COCCCCN(CCF)S(=O)(=O)F.Fc1ccccc1.Fc1ccccc1.Fc1ccccc1.Fc1ccccc1.Fc1ccccc1
- LUMO energy: 0.502 eV
- Orbital gap: 9.74 eV
- Electronic energy: -76506.5628 eV

***

(2)
Below is a molecular structure, C15H32BF3Li2NNa2NbO13S in a non-equilibrium geometry, with properties calculated with wB97M-V/def2-TZVPD.

Structure (XYZ):
```
71
C15H32BF3Li2NNa2NbO13S | OMol25 | wB97M-V/def2-TZVPD
C -4.115 -0.103 -4.071
C -2.998 -0.321 -3.618
Nb -1.074 -1.203 -2.800
B -0.561 0.974 -2.077
C -0.600 1.328 -0.538
O -0.180 2.023 -3.016
H -5.108 -0.128 -4.459
H -1.929 -1.498 -1.183
H -1.370 -2.862 -3.529
H -0.104 -0.759 -4.330
H 0.433 -1.719 -1.957
H 0.222 0.730 -0.117
H -1.531 1.005 -0.070
H -0.452 2.395 -0.291
H 0.759 1.834 -3.183
Li -0.502 2.728 -4.783
C -0.470 1.426 3.263
C -1.755 2.211 3.323
O -1.912 2.413 4.775
S -0.499 2.548 5.465
O -0.141 3.907 5.663
O -0.358 1.595 6.521
O 0.378 1.971 4.264
H -0.646 0.372 3.494
H 0.014 1.513 2.290
H -2.605 1.683 2.905
H -1.667 3.190 2.852
O 2.909 1.957 5.965
H 2.144 2.306 5.504
Li 1.631 1.793 7.633
C 2.437 5.389 3.910
C 3.401 5.245 5.070
O 4.268 6.360 4.893
C 3.603 7.307 4.172
O 3.985 8.412 3.999
O 2.441 6.797 3.687
H 1.434 5.041 4.138
H 2.800 4.887 3.010
H 2.902 5.342 6.043
H 3.959 4.311 5.040
C 5.035 -3.927 1.445
C 5.019 -3.566 -0.039
O 3.765 -3.638 -0.668
C 2.856 -2.503 -0.540
O 3.383 -1.324 -0.771
C 2.155 -2.479 0.841
F 1.831 -3.678 1.364
F 0.990 -1.778 0.781
F 2.908 -1.836 1.777
H 4.382 -4.779 1.640
H 6.053 -4.181 1.753
H 4.708 -3.100 2.072
H 5.631 -4.308 -0.561
H 5.490 -2.592 -0.216
H 2.032 -2.831 -1.208
Na 3.782 3.359 7.823
C -6.242 -4.791 -6.821
O -5.834 -5.672 -6.094
N -5.610 -3.622 -7.053
C -6.161 -2.622 -7.937
C -4.335 -3.356 -6.396
H -7.196 -4.877 -7.372
H -5.475 -2.424 -8.764
H -6.333 -1.687 -7.396
H -7.110 -2.969 -8.345
H -3.608 -4.119 -6.673
H -4.460 -3.385 -5.315
H -3.964 -2.377 -6.689
Na 2.124 0.964 2.678
O -2.167 -3.828 -0.766
H -2.792 -4.472 -0.407
```

Properties
- LUMO energy: -3.605 eV
- Orbital gap: 1.16 eV
- Electronic energy: -74621.4331 eV

***

(3)
Below is C5H6O in the gas phase, with properties calculated with wB97M-V/def2-TZVPD.

Structure (XYZ):
```
12
C5H6O | OMol25 | wB97M-V/def2-TZVPD
O 1.297 1.163 -0.552
C 0.471 0.665 0.465
C 0.383 -0.925 0.355
C -0.639 -0.976 -0.775
C -1.500 0.040 -0.566
C -1.049 0.943 0.316
H 0.901 1.043 1.399
H 0.001 -1.345 1.291
H 1.348 -1.395 0.127
H 0.940 0.801 -1.378
H -0.510 -1.553 -1.688
H -1.643 1.539 1.006
```

Properties
- SMILES: O[C@H]1C=C=CC1
- LUMO energy (alpha / beta): -0.644 / -0.661 eV
- Orbital gap (alpha / beta): 7.89 / 8.18 eV
- Electronic energy: -7325.3719 eV
- Energy above the lowest of the compared OMol25 structures with the same formula, charge and spin: 377.5 kJ/mol

***

(4)
Below is 3 unconnected molecules or ions with the total composition C29H37BO2 in a non-equilibrium geometry, with properties calculated with wB97M-V/def2-TZVPD.

Structure (XYZ):
```
69
C29H37BO2 | OMol25 | wB97M-V/def2-TZVPD
C -0.998 -3.506 2.572
C 0.179 -3.101 1.720
C 1.466 -3.465 2.465
C 0.178 -3.610 0.214
C 0.956 -4.891 -0.014
C -1.229 -3.783 -0.328
O 0.801 -2.549 -0.535
B 0.903 -1.511 0.402
C 2.342 -0.961 0.746
C 2.537 -0.279 1.952
C 3.830 0.081 2.328
C 4.910 -0.243 1.498
C 4.698 -0.918 0.291
C 3.408 -1.282 -0.091
C -0.219 0.101 -0.713
C 0.858 1.101 -0.633
C -1.404 0.226 0.098
C -2.640 -0.280 -0.368
C -3.804 -0.118 0.381
C -3.745 0.464 1.650
C -2.515 0.921 2.158
C -1.359 0.809 1.390
O 0.128 -1.682 1.569
H -1.020 -4.599 2.659
H -0.868 -3.084 3.574
H -1.941 -3.138 2.155
H 1.452 -4.529 2.734
H 2.372 -3.248 1.884
H 1.516 -2.884 3.393
H 0.486 -5.704 0.556
H 0.928 -5.159 -1.076
H 2.001 -4.792 0.298
H -1.720 -4.625 0.176
H -1.824 -2.867 -0.198
H -1.170 -4.013 -1.399
H 1.697 -0.028 2.603
H 3.964 0.621 3.267
H 5.918 0.038 1.792
H 5.521 -1.167 -0.379
H 3.237 -1.812 -1.030
H -0.291 -0.520 -1.615
H 1.696 0.798 -1.253
H 0.514 2.090 -0.949
H 1.243 1.218 0.371
H -2.643 -0.753 -1.357
H -4.757 -0.446 -0.052
H -4.655 0.596 2.237
H -2.451 1.381 3.145
H -0.409 1.168 1.788
C -2.227 1.877 -3.053
C -0.924 2.528 -2.777
C 0.234 2.191 -3.651
C -0.873 3.685 -1.944
C 0.353 4.393 -1.722
C 0.382 5.572 -0.986
C -0.796 6.095 -0.432
C -1.997 5.387 -0.585
C -2.043 4.194 -1.295
H -2.737 1.524 -2.146
H -2.912 2.580 -3.557
H -2.078 1.021 -3.730
H 1.164 1.982 -3.109
H -0.008 1.314 -4.269
H 0.456 3.025 -4.336
H 1.279 3.992 -2.141
H 1.334 6.099 -0.871
H -0.784 7.061 0.083
H -2.927 5.785 -0.167
H -2.975 3.630 -1.389
```

Properties
- LUMO energy: -2.104 eV
- Orbital gap: 3.83 eV
- Electronic energy: -35443.6316 eV

***

(5)
Below is a molecular structure, C26H30BClIrN8O2Te, with properties calculated with wB97M-V/def2-TZVPD.

Structure (XYZ):
```
70
C26H30BClIrN8O2Te | OMol25 | wB97M-V/def2-TZVPD
Ir 1.810 0.033 0.199
C 4.526 2.025 1.058
C 3.160 2.490 1.420
C 2.781 3.708 1.965
C 1.411 3.643 2.130
N 0.978 2.442 1.735
N 2.050 1.727 1.287
B -0.444 1.850 1.570
N -0.343 0.338 2.049
C -1.011 -0.248 3.022
C -0.557 -1.580 3.157
C 0.418 -1.747 2.218
C 1.297 -2.916 1.954
N 0.539 -0.547 1.512
N -0.723 1.856 0.048
C -1.561 2.642 -0.645
C -1.142 2.679 -1.959
C 0.007 1.888 -2.010
C 0.939 1.741 -3.172
N 0.232 1.365 -0.789
N -1.497 2.499 2.375
C -1.478 3.186 3.557
C -2.768 3.333 3.974
C -3.553 2.681 2.989
C -5.037 2.521 2.966
N -2.789 2.169 2.040
H 5.258 2.569 1.650
H 4.738 2.212 0.006
H 4.659 0.962 1.263
H 3.429 4.528 2.223
H 0.722 4.386 2.494
H -1.768 0.294 3.569
H -0.907 -2.304 3.872
H 0.733 -3.840 2.074
H 2.112 -2.940 2.680
H 1.747 -2.887 0.964
H -2.380 3.128 -0.142
H -1.578 3.243 -2.765
H 0.549 1.081 -3.951
H 1.928 1.403 -2.868
H 1.062 2.716 -3.643
H -0.563 3.495 4.032
H -3.112 3.849 4.853
H -5.517 3.306 3.545
H -5.324 1.562 3.400
H -5.413 2.560 1.945
Cl 3.689 -1.950 -3.699
C 4.642 -1.336 -2.313
C 3.634 -0.890 -1.304
O 2.931 -1.723 -0.646
O 3.335 0.340 -1.159
H 5.251 -0.507 -2.658
H 5.248 -2.155 -1.933
C -1.526 -1.541 -2.117
Te 0.617 -1.431 -2.223
C 0.419 -3.530 -1.871
C -0.879 -3.928 -2.497
C -1.147 -5.203 -2.939
C -2.369 -5.452 -3.554
C -3.333 -4.407 -3.753
C -3.072 -3.126 -3.334
C -1.873 -2.872 -2.669
H -2.025 -0.706 -2.605
H -1.755 -1.500 -1.043
H 0.401 -3.688 -0.788
H 1.277 -4.063 -2.278
H -0.423 -5.999 -2.829
H -2.603 -6.447 -3.911
H -4.270 -4.653 -4.237
H -3.791 -2.332 -3.488
```

Properties
- 2S+1: 5
- LUMO energy (alpha / beta): -9.118 / -12.584 eV
- Net charge: +3
- Orbital gap (alpha / beta): 6.87 / 3.40 eV
- Electronic energy: -66768.8421 eV

***

(6)
Below is a gas-phase ion, C11H19Cl3F3N5O2PS (charge +1) in a non-equilibrium geometry, with properties calculated with wB97M-V/def2-TZVPD.

Structure (XYZ):
```
45
C11H19Cl3F3N5O2PS | OMol25 | wB97M-V/def2-TZVPD
C -2.016 -2.357 0.583
C -2.657 -1.541 1.690
Cl -2.455 -2.400 3.224
C -2.235 -0.016 1.719
Cl -1.751 0.598 3.288
N -1.286 0.381 0.663
C 0.083 0.605 0.651
C 1.071 0.412 1.749
C 1.554 -1.037 1.936
N 0.764 -1.715 2.937
N 1.502 -1.788 0.687
N 2.935 -0.863 2.446
C 0.400 1.049 -0.610
S 2.021 1.519 -1.118
O 2.049 1.981 -2.464
O 2.915 0.462 -0.766
C 2.495 3.012 -0.059
F 2.797 4.003 -0.855
F 3.553 2.664 0.651
F 1.508 3.351 0.758
N -0.770 1.051 -1.389
P -0.709 1.570 -3.132
C 0.185 0.192 -3.927
C -2.400 1.438 -3.811
C -1.733 0.643 -0.587
Cl -3.356 0.479 -1.012
H -2.534 -3.310 0.554
H -0.985 -2.572 0.829
H -2.130 -1.919 -0.401
H -3.729 -1.547 1.536
H -3.134 0.531 1.486
H 0.765 0.861 2.682
H 1.961 0.944 1.466
H 0.869 -1.184 3.796
H 1.189 -2.615 3.139
H 1.202 -2.729 0.901
H 2.403 -1.822 0.237
H 3.227 -1.672 2.972
H 3.593 -0.648 1.708
H 0.485 -0.567 -3.211
H 1.040 0.584 -4.458
H -0.464 -0.307 -4.644
H -3.049 2.140 -3.299
H -2.811 0.441 -3.684
H -2.362 1.698 -4.861
```

Properties
- SMILES: C[C@@H](Cl)[C@@H](Cl)n1c(CC(N)(N)N)c(S(=O)(=O)C(F)(F)F)[n+](P(C)C)c1Cl
- LUMO energy: -3.249 eV
- Net charge: +1
- Orbital gap: 8.93 eV
- Electronic energy: -89097.3936 eV

***

(7)
Below is C4H8N2O2 in the gas phase in a non-equilibrium geometry, with properties calculated with wB97M-V/def2-TZVPD.

Structure (XYZ):
```
16
C4H8N2O2 | OMol25 | wB97M-V/def2-TZVPD
C 0.793 1.537 -0.290
C -0.497 1.820 -0.171
C 1.002 0.041 0.019
C -1.027 -1.609 -0.016
N -1.310 0.741 0.133
N -0.546 -0.370 0.585
O 1.864 -0.293 1.038
O 1.352 -0.689 -1.117
H 1.653 2.102 -0.922
H -1.034 2.696 -0.464
H -2.062 -1.807 0.417
H -0.959 -1.643 -1.093
H -0.092 -2.229 0.304
H -2.118 0.939 0.708
H 1.596 0.314 1.734
H 1.386 -1.550 -0.864
```

Properties
- SMILES: CN1NC=CC1(O)O
- LUMO energy: 0.909 eV
- Orbital gap: 8.98 eV
- Electronic energy: -11350.0109 eV
- Energy above the lowest of the compared OMol25 structures with the same formula, charge and spin: 395.8 kJ/mol

***

(8)
Below is a molecular structure, C22H49NO4P2Pt in a non-equilibrium geometry, with properties calculated with wB97M-V/def2-TZVPD.

Structure (XYZ):
```
79
C22H49NO4P2Pt | OMol25 | wB97M-V/def2-TZVPD
Pt 0.292 0.328 -0.498
C 1.058 0.212 -2.217
O 1.534 0.152 -3.278
C 0.806 2.066 0.096
O 1.246 3.126 0.329
P -1.915 0.895 -1.342
C -3.203 1.536 -0.165
H -4.088 1.732 -0.798
C -1.912 2.166 -2.713
H -1.110 2.837 -2.362
C -2.839 -0.582 -1.972
H -3.016 -1.131 -1.035
C 2.363 -2.589 0.202
P 2.108 -0.832 0.748
H 3.253 -1.266 2.824
H 1.457 -3.068 0.606
C 3.806 -0.094 0.543
H 4.474 -0.921 0.827
C -1.501 1.580 -4.066
H -2.343 1.067 -4.550
H -0.656 0.887 -4.022
H -1.199 2.403 -4.732
C -3.188 3.015 -2.872
H -3.005 3.768 -3.653
H -3.474 3.548 -1.961
H -4.042 2.409 -3.200
C -4.203 -0.286 -2.614
H -4.896 0.253 -1.956
H -4.670 -1.252 -2.854
H -4.104 0.268 -3.556
C -2.037 -1.517 -2.872
H -2.659 -2.405 -3.061
H -1.105 -1.847 -2.403
H -1.807 -1.062 -3.843
C -3.620 0.509 0.895
H -4.119 -0.352 0.431
H -4.359 0.964 1.570
H -2.775 0.128 1.487
C -2.759 2.858 0.449
H -1.962 2.712 1.193
H -3.625 3.316 0.950
H -2.394 3.578 -0.291
C 3.619 -3.253 0.801
H 3.724 -3.146 1.885
H 4.531 -2.879 0.315
H 3.560 -4.328 0.583
C 2.355 -2.818 -1.303
H 3.223 -2.359 -1.792
C 1.655 0.048 3.388
H 1.437 -2.463 -1.781
H 2.424 -3.903 -1.470
C 1.428 -2.383 3.075
H 0.572 0.152 3.234
H 1.852 -0.136 4.454
H 2.128 1.002 3.147
C 2.180 -1.139 2.597
H 1.513 -2.434 4.169
H 1.847 -3.310 2.674
H 0.364 -2.303 2.807
C 4.080 1.092 1.470
H 3.320 1.874 1.330
H 5.056 1.513 1.192
H 4.135 0.812 2.528
C 4.119 0.314 -0.893
H 3.933 -0.467 -1.638
H 5.186 0.578 -0.944
H 3.544 1.211 -1.160
H -1.967 -2.644 2.886
H -2.595 -2.369 2.597
N -2.050 1.372 4.711
C -1.056 2.464 4.850
C -0.615 2.800 3.420
O -0.203 3.958 3.227
O -0.759 1.841 2.593
H -2.816 1.654 4.086
H -2.482 1.097 5.592
H -1.564 0.569 4.292
H -1.482 3.315 5.375
H -0.228 2.084 5.458
```

Properties
- 2S+1: 5
- LUMO energy (alpha / beta): -12.118 / -17.288 eV
- Net charge: +4
- Orbital gap (alpha / beta): 9.04 / 4.33 eV
- Electronic energy: -55065.9803 eV

***

(9)
Below is 2 unconnected molecules or ions with the total composition C2H5O2 in a non-equilibrium geometry, with properties calculated with wB97M-V/def2-TZVPD.

Structure (XYZ):
```
9
C2H5O2 | OMol25 | wB97M-V/def2-TZVPD
O 2.878 1.484 1.700
H 2.741 0.668 1.956
C -1.235 -0.062 -0.451
C -1.958 -0.934 -1.292
O -3.116 -1.326 -1.086
H -0.211 0.343 -0.574
H -1.649 -0.236 0.522
H -1.228 -1.273 -2.108
H 3.779 1.336 1.334
```

Properties
- LUMO energy: 3.167 eV
- Net charge: -1
- Orbital gap: 4.86 eV
- Electronic energy: -6248.6468 eV
- Energy above the lowest of the compared OMol25 structures with the same formula, charge and spin: 240.4 kJ/mol